## a
{"formula": "C5H8", "method": "ωB97M-V/def2-TZVPD", "homo_ha": -0.333, "gap_ha": 0.3700, "multiplicity": 1, "e_lumo_ev": 0.9957, "smiles": "C=C=CCC", "symbols": ["C", "C", "C", "C", "C", "H", "H", "H", "H", "H", "H", "H", "H"], "positions_angstrom": [[-0.758, -0.705, -1.426], [-1.429, -0.648, -0.270], [-1.218, -0.025, 0.872], [0.193, 0.611, 1.005], [1.183, 0.070, -0.020], [-0.588, 0.239, -1.949], [-0.196, -1.546, -1.841], [-1.930, 0.198, 1.666], [0.038, 1.691, 0.841], [0.581, 0.489, 2.019], [1.453, 0.821, -0.769], [2.050, -0.449, 0.378], [0.623, -0.747, -0.508]]}

---

## b
{"formula": "C5H8", "method": "ωB97M-V/def2-TZVPD", "homo_ha": -0.361, "gap_ha": 0.3983, "multiplicity": 1, "e_lumo_ev": 1.0147, "smiles": "C#CC.C=C", "symbols": ["C", "C", "C", "H", "H", "H", "H", "C", "C", "H", "H", "H", "H"], "positions_angstrom": [[-1.560, -1.235, -0.014], [-1.733, -0.075, 0.010], [-2.326, 1.210, 0.150], [-1.108, -2.183, -0.367], [-2.516, 1.538, 1.199], [-3.163, 1.348, -0.457], [-1.576, 1.832, -0.216], [2.821, -0.651, 0.368], [1.863, -0.014, -0.345], [3.218, -1.491, -0.217], [3.095, -0.613, 1.408], [1.854, -0.381, -1.360], [1.132, 0.715, -0.159]]}

---

## c
{"formula": "C5H8", "method": "ωB97M-V/def2-TZVPD", "homo_ha": -0.337, "gap_ha": 0.3824, "multiplicity": 1, "e_lumo_ev": 1.2388, "smiles": "C=CCC=C", "symbols": ["C", "C", "C", "C", "C", "H", "H", "H", "H", "H", "H", "H", "H"], "positions_angstrom": [[0.073, 1.573, -0.831], [-0.805, 0.676, -0.458], [-0.553, -0.816, -0.637], [0.057, -1.204, 0.741], [0.944, -0.406, 1.266], [-0.200, 2.622, -0.790], [1.069, 1.497, -1.150], [-1.765, 1.025, -0.073], [-1.421, -1.481, -0.717], [0.114, -1.093, -1.434], [-0.299, -2.136, 1.327], [1.644, -0.822, 1.952], [1.142, 0.565, 0.804]]}

---

## d
{"formula": "C5H8", "method": "ωB97M-V/def2-TZVPD", "homo_ha": -0.340, "gap_ha": 0.3826, "multiplicity": 1, "e_lumo_ev": 1.1521, "smiles": "C=CC(=C)C", "symbols": ["C", "C", "C", "C", "C", "H", "H", "H", "H", "H", "H", "H", "H"], "positions_angstrom": [[-2.028, -0.108, 0.255], [-0.897, -0.514, -0.362], [0.473, 0.115, -0.159], [0.585, 1.419, -0.089], [1.671, -0.820, 0.197], [-3.040, -0.644, 0.272], [-2.064, 0.643, 1.113], [-1.018, -1.294, -1.146], [1.592, 1.797, 0.174], [-0.204, 2.206, -0.335], [2.575, -0.185, 0.607], [1.400, -1.654, 0.973], [1.928, -1.417, -0.712]]}

---

The structure with the least stability is b.

---

## a
{"formula": "C3H4N4", "method": "ωB97M-V/def2-TZVPD", "homo_ha": -0.380, "gap_ha": 0.3324, "multiplicity": 1, "e_lumo_ev": -1.2907, "smiles": "[H]/N=C\\N/C(C#N)=N\\[H]", "symbols": ["H", "N", "C", "N", "C", "C", "N", "N", "H", "H", "H"], "positions_angstrom": [[-1.469, 0.354, 1.489], [-1.926, -0.260, 0.949], [-1.295, -0.746, -0.093], [0.059, -0.279, -0.759], [0.927, 0.699, -0.127], [2.225, -0.067, -0.063], [3.138, -0.755, 0.742], [0.393, 1.801, 0.124], [-0.610, 1.603, -0.079], [-1.730, -1.276, -0.971], [0.290, -1.074, -1.212]]}

---

## b
{"formula": "C3H4N4", "method": "ωB97M-V/def2-TZVPD", "homo_ha": -0.353, "gap_ha": 0.3708, "multiplicity": 1, "e_lumo_ev": 0.4727, "symbols": ["C", "C", "C", "H", "H", "H", "H", "N", "N", "N", "N"], "positions_angstrom": [[-2.493, 0.345, 0.058], [-1.482, -0.555, -0.059], [1.535, 0.842, -0.027], [-3.540, 0.123, -0.190], [-2.083, 1.366, 0.352], [-1.676, -1.634, -0.245], [2.282, 1.658, -0.150], [-0.140, -0.156, 0.015], [0.256, 1.016, -0.038], [1.882, -0.476, 0.028], [0.810, -1.142, 0.052]]}

---

The structure with the least stability is a.

---

## a
{"formula": "C3H4N4", "method": "ωB97M-V/def2-TZVPD", "homo_ha": -0.353, "gap_ha": 0.3671, "multiplicity": 1, "e_lumo_ev": 0.3879, "smiles": "C=Cc1nn[nH]n1", "symbols": ["C", "C", "C", "N", "N", "N", "N", "H", "H", "H", "H"], "positions_angstrom": [[2.242, 0.603, 0.842], [0.922, 0.750, 1.168], [0.068, -0.021, 0.330], [-1.239, 0.188, 0.496], [-1.831, -0.325, -0.553], [-0.842, -0.604, -1.419], [0.406, -0.501, -0.730], [2.995, 0.861, 1.700], [2.542, -0.159, 0.050], [0.433, 1.135, 2.034], [-0.818, -1.141, -2.384]]}

---

## b
{"formula": "C3H4N4", "method": "ωB97M-V/def2-TZVPD", "homo_ha": -0.336, "gap_ha": 0.3473, "multiplicity": 1, "e_lumo_ev": 0.3159, "smiles": "Nc1cncnn1", "symbols": ["N", "C", "C", "N", "C", "N", "N", "H", "H", "H", "H"], "positions_angstrom": [[1.795, -0.416, -0.715], [0.539, 0.112, -0.525], [0.162, 1.048, 0.465], [-0.981, 0.801, 1.068], [-1.756, -0.150, 0.537], [-1.621, -0.602, -0.703], [-0.422, -0.466, -1.240], [2.425, -0.241, 0.055], [1.657, -1.412, -0.847], [0.748, 1.916, 0.773], [-2.546, -0.590, 1.133]]}

---

## c
{"formula": "C3H4N4", "method": "ωB97M-V/def2-TZVPD", "homo_ha": -0.302, "gap_ha": 0.2859, "multiplicity": 1, "e_lumo_ev": -0.4316, "smiles": "C1=CNN=CN=N1", "symbols": ["C", "C", "N", "N", "C", "N", "N", "H", "H", "H", "H"], "positions_angstrom": [[0.916, -0.910, -0.465], [-0.376, -0.952, -0.892], [-1.181, 0.177, -0.575], [-1.047, 0.790, 0.718], [0.065, 1.296, 1.118], [1.221, 1.159, 0.507], [1.739, 0.258, 0.022], [1.810, -1.629, -0.747], [-0.860, -1.839, -1.231], [-2.323, -0.015, -0.486], [0.035, 1.665, 2.032]]}

---

## d
{"formula": "C3H4N4", "method": "ωB97M-V/def2-TZVPD", "homo_ha": -0.378, "gap_ha": 0.4007, "multiplicity": 1, "e_lumo_ev": 0.6296, "symbols": ["C", "C", "C", "H", "H", "H", "H", "N", "N", "N", "N"], "positions_angstrom": [[2.040, 0.187, 0.017], [1.122, -0.667, -0.023], [-2.132, 0.609, -0.044], [3.209, 0.068, -0.239], [1.686, 1.261, 0.939], [1.397, -1.690, -0.644], [-2.849, 1.622, -0.404], [-0.276, -0.331, 0.134], [-0.758, 0.919, 0.035], [-2.296, -0.788, 0.041], [-1.144, -1.190, 0.189]]}

---

The structure with the least stability is c.

---

## a
{"formula": "C3H4N4", "method": "ωB97M-V/def2-TZVPD", "homo_ha": [-0.306, -0.322], "gap_ha": [0.2488, 0.2852], "multiplicity": 1, "e_lumo_ev": [-1.5592, -0.9884], "symbols": ["C", "C", "C", "N", "N", "N", "N", "H", "H", "H", "H"], "positions_angstrom": [[-2.163, -1.397, -1.287], [0.645, -0.696, -0.016], [-0.631, 0.370, -0.596], [-2.732, -2.381, -1.130], [1.180, -1.225, -1.073], [0.894, -1.613, -2.116], [-1.395, -0.383, -1.487], [1.216, -0.135, 0.633], [0.243, -1.599, 0.567], [-1.128, 0.563, 0.315], [-0.382, 1.226, -1.223]]}

---

## b
{"formula": "C3H4N4", "method": "ωB97M-V/def2-TZVPD", "homo_ha": [-0.275, -0.275], "gap_ha": [0.2981, 0.2982], "multiplicity": 1, "e_lumo_ev": [0.6249, 0.6254], "symbols": ["N", "C", "C", "N", "C", "N", "N", "H", "H", "H", "H"], "positions_angstrom": [[-0.878, 0.424, -1.884], [-0.324, 0.520, -0.684], [-1.003, -0.053, 0.421], [-0.226, -0.177, 1.488], [0.720, -0.413, 2.164], [2.471, -0.413, 0.416], [2.083, -0.299, -0.614], [-1.735, -0.072, -2.123], [-0.372, 0.810, -2.668], [-2.042, -0.366, 0.539], [1.306, 0.041, 2.944]]}

---

The structure with the least stability is a.

---

## a
{"formula": "C3H4N4", "method": "ωB97M-V/def2-TZVPD", "homo_ha": -0.321, "gap_ha": 0.3293, "multiplicity": 1, "e_lumo_ev": 0.2324, "smiles": "C=C=N/N=N\\N=C", "symbols": ["C", "C", "N", "N", "N", "N", "C", "H", "H", "H", "H"], "positions_angstrom": [[-0.542, 0.296, 2.405], [-0.926, 0.690, 1.222], [-1.445, 1.303, 0.304], [-2.454, 1.091, -0.601], [-2.170, 0.485, -1.665], [-1.106, -0.157, -1.885], [0.072, -0.088, -2.383], [-1.057, 0.292, 3.292], [0.459, -0.163, 2.371], [0.675, 0.802, -2.386], [0.616, -0.973, -2.148]]}

---

## b
{"formula": "C3H4N4", "method": "ωB97M-V/def2-TZVPD", "homo_ha": [-0.275, -0.275], "gap_ha": [0.2993, 0.2994], "multiplicity": 1, "e_lumo_ev": [0.6637, 0.6642], "symbols": ["N", "C", "C", "N", "C", "N", "N", "H", "H", "H", "H"], "positions_angstrom": [[-0.162, -0.107, -2.121], [0.155, 0.211, -0.874], [-0.873, 0.652, -0.006], [-0.492, 0.660, 1.267], [-0.005, 0.336, 2.295], [1.622, -1.343, 1.446], [1.546, -1.552, 0.363], [-1.094, -0.114, -2.531], [0.575, -0.446, -2.723], [-1.888, 1.000, -0.208], [0.616, 0.703, 3.092]]}

---

The structure with the least stability is a.

---

## a
{"formula": "CH3ClO3S", "method": "ωB97M-V/def2-TZVPD", "homo_ha": -0.385, "gap_ha": 0.3851, "multiplicity": 1, "e_lumo_ev": 0.0067, "symbols": ["C", "O", "O", "O", "S", "Cl", "H", "H", "H"], "positions_angstrom": [[0.209, 0.378, -1.292], [0.469, 1.127, 1.220], [0.785, -0.583, -0.495], [-1.064, -0.927, 1.194], [0.642, -0.282, 1.109], [-1.504, -1.505, 2.701], [0.363, 0.042, -2.275], [0.869, 1.211, -1.095], [-0.770, 0.538, -1.067]]}

---

## b
{"formula": "CH3ClO3S", "method": "ωB97M-V/def2-TZVPD", "homo_ha": -0.407, "gap_ha": 0.3941, "multiplicity": 1, "e_lumo_ev": -0.3483, "smiles": "COS(=O)(=O)Cl", "symbols": ["C", "O", "S", "O", "O", "Cl", "H", "H", "H"], "positions_angstrom": [[-1.303, -0.083, -0.088], [-0.076, -0.571, -0.739], [1.198, -0.108, 0.072], [0.986, -0.128, 1.526], [2.374, -1.059, -0.565], [1.593, 1.759, -0.517], [-1.392, -0.535, 0.947], [-2.329, -0.288, -0.627], [-1.052, 1.012, -0.008]]}

---

The structure with the least stability is a.